Record 1
ORCA calculation (ωB97M-V/def2-TZVPD) on a molecular structure, C24H34CsO3 in a non-equilibrium geometry.

Computed properties:
* HOMO-LUMO gap: 7.6 eV
* M: 503.438 g/mol
* HOMO energy: -11.51 eV
* maximum force: 0.166 Eh/bohr
* net charge: +1

CARTESIAN COORDINATES (ANGSTROEM)
C1 1.758 -4.490 0.595
C2 1.942 -4.443 -1.058
C3 2.555 -3.028 -1.614
C4 4.205 -2.885 -1.397
C5 4.390 -1.875 -0.079
C6 4.762 -0.332 -0.487
C7 4.551 0.754 0.768
C8 2.958 0.699 1.152
C9 2.445 1.915 2.139
C10 1.150 1.283 2.988
C11 0.070 0.507 2.020
C12 0.041 -0.952 1.724
C13 -1.068 -1.645 0.688
O1 -1.490 -2.916 0.791
C14 -1.617 -0.621 -0.515
C15 -2.100 -1.214 -1.995
C16 -2.633 -0.122 -3.110
C17 -2.723 1.504 -2.766
C18 -2.242 2.134 -1.297
C19 -2.333 3.741 -0.953
O2 -3.281 4.090 0.117
C20 -4.680 3.860 -0.275
C21 -5.421 2.767 0.752
C22 -5.048 1.206 0.417
C23 -1.667 1.019 -0.191
C24 -1.107 1.453 1.302
O3 -1.535 2.490 2.025
H1 2.769 -4.837 1.113
H2 1.417 -3.460 1.035
H3 0.873 -5.255 0.832
H4 0.835 -4.550 -1.490
H5 2.515 -5.404 -1.402
H6 1.963 -2.163 -1.093
H7 2.269 -2.975 -2.772
H8 4.612 -2.350 -2.356
H9 4.630 -3.960 -1.215
H10 5.263 -2.348 0.584
H11 3.410 -2.003 0.549
H12 4.122 -0.057 -1.435
H13 5.920 -0.239 -0.760
H14 4.777 1.821 0.285
H15 5.276 0.552 1.665
H16 2.291 0.746 0.187
H17 2.804 -0.307 1.777
H18 2.087 2.818 1.479
H19 3.273 2.288 2.897
H20 1.543 0.616 3.894
H21 0.645 2.232 3.503
H22 0.876 -1.623 2.238
H23 -2.048 -2.357 -2.265
H24 -2.950 -0.580 -4.165
H25 -3.159 2.178 -3.645
H26 -2.554 4.429 -1.874
H27 -1.254 4.056 -0.553
H28 -5.253 4.887 -0.071
H29 -4.837 3.557 -1.398
H30 -5.042 2.967 1.866
H31 -6.608 2.859 0.680
H32 -4.753 1.070 -0.708
H33 -4.214 0.860 1.181
H34 -5.971 0.482 0.609
Cs1 -7.408 1.152 -0.914


Record 2
ORCA calculation (ωB97M-V/def2-TZVPD) on a molecular structure, C24H34F24IN5O4P in a non-equilibrium geometry.

Computed properties:
* HOMO-LUMO gap: 8.2 eV
* M: 1070.397 g/mol
* HOMO energy: -12.11 eV
* maximum force: 0.021 Eh/bohr
* net charge: +1

CARTESIAN COORDINATES (ANGSTROEM)
C1 -3.474 1.335 -2.783
C2 -3.373 -0.114 -2.271
P1 -3.043 -0.212 -0.485
C3 -3.031 -2.035 -0.202
N1 -1.268 0.139 -0.393
C4 -0.420 0.419 -1.557
C5 -0.188 1.941 -1.654
O1 -0.495 2.673 -0.747
N2 0.285 2.355 -2.896
C6 1.641 1.843 -3.191
C7 0.230 3.814 -3.036
C8 -0.718 0.219 0.781
N3 -1.432 0.005 1.944
I1 -1.938 1.752 2.899
N4 0.644 0.497 0.878
C9 1.445 -0.754 0.903
N5 2.294 -0.794 -0.278
H1 -2.556 1.637 -3.290
H2 -4.294 1.429 -3.492
H3 -3.661 2.038 -1.969
H4 -4.306 -0.663 -2.420
H5 -2.625 -0.666 -2.846
H6 -3.565 -2.542 -1.005
H7 -2.018 -2.443 -0.162
H8 -3.522 -2.253 0.746
H9 0.510 -0.140 -1.474
H10 -0.906 0.091 -2.466
H11 2.393 2.529 -2.789
H12 1.778 1.754 -4.267
H13 1.803 0.868 -2.736
H14 0.970 4.314 -2.406
H15 -0.764 4.169 -2.773
H16 0.423 4.060 -4.079
H17 -2.251 -0.578 1.820
H18 0.769 0.978 1.764
H19 0.789 -1.629 0.849
H20 1.985 -0.838 1.850
H21 3.058 -1.439 -0.121
H22 2.670 0.121 -0.495
C10 -8.980 -0.248 -0.640
C11 -7.477 0.050 -0.663
C12 -6.981 1.339 0.003
F1 -7.467 2.428 -0.613
F2 -5.628 1.354 -0.119
F3 -6.993 -0.017 -1.922
F4 -6.878 -0.955 0.057
O2 -9.685 0.063 -1.817
C13 -10.261 1.288 -2.010
C14 -9.717 1.964 -3.278
F5 -8.382 2.138 -3.166
F6 -10.297 3.172 -3.409
F7 -10.127 2.084 -0.936
F8 -11.582 1.096 -2.213
H23 -9.044 -1.333 -0.557
H24 -9.446 0.177 0.249
H25 -7.245 1.364 1.063
H26 -9.934 1.349 -4.153
C15 4.626 -4.319 3.292
C16 3.346 -3.745 2.675
C17 2.352 -4.720 2.030
F9 2.901 -5.340 0.973
F10 1.282 -4.005 1.586
F11 3.646 -2.759 1.794
F12 2.649 -3.173 3.703
O3 5.786 -4.231 2.499
C18 6.140 -5.221 1.626
C19 6.270 -4.673 0.197
F13 5.089 -4.146 -0.203
F14 6.590 -5.683 -0.633
F15 5.296 -6.265 1.675
F16 7.364 -5.668 1.977
H27 4.828 -3.680 4.150
H28 4.454 -5.328 3.667
H29 2.005 -5.459 2.756
H30 7.042 -3.903 0.162
C20 4.278 2.195 2.446
C21 5.352 2.318 3.536
C22 6.222 3.581 3.557
F17 6.959 3.659 2.431
F18 7.057 3.500 4.612
F19 6.134 1.223 3.536
F20 4.660 2.347 4.716
O4 4.611 1.393 1.326
C23 5.213 1.937 0.230
C24 6.554 1.257 -0.080
F21 7.393 1.417 0.957
F22 7.086 1.843 -1.171
F23 5.344 3.266 0.322
F24 4.397 1.699 -0.839
H31 3.469 1.653 2.934
H32 3.886 3.169 2.152
H33 5.604 4.477 3.656
H34 6.400 0.193 -0.271


Record 3
ORCA calculation (ωB97M-V/def2-TZVPD) on a single C24H34FN3O2 molecule in a non-equilibrium geometry.

Computed properties:
* HOMO-LUMO gap: 8.8 eV
* M: 415.553 g/mol
* HOMO energy: -8.02 eV
* maximum force: 0.025 Eh/bohr
* energy above the lowest of the compared OMol25 structures with the same formula, charge and spin: 58.11 kcal/mol

CARTESIAN COORDINATES (ANGSTROEM)
C1 -1.380 -3.480 -0.786
C2 0.044 -3.405 -0.364
C3 0.993 -4.376 -0.238
C4 2.170 -3.745 0.235
C5 1.859 -2.407 0.353
C6 2.747 -1.330 0.818
O1 3.749 -1.623 1.465
N1 2.468 -0.035 0.519
C7 1.395 0.421 -0.337
H1 1.205 -0.331 -1.106
H2 1.744 1.327 -0.836
C8 0.082 0.703 0.411
C9 0.123 2.000 1.223
C10 -1.243 2.287 1.847
C11 -2.333 2.283 0.769
N2 -2.355 1.059 -0.006
C12 -1.066 0.801 -0.606
H3 -1.135 -0.118 -1.191
H4 -0.859 1.624 -1.298
C13 -2.954 -0.073 0.689
C14 -4.423 -0.116 0.354
C15 -4.845 -0.599 -0.879
C16 -6.172 -0.614 -1.258
C17 -7.124 -0.123 -0.380
C18 -6.736 0.362 0.856
C19 -5.398 0.364 1.216
H5 -5.104 0.738 2.186
H6 -7.477 0.741 1.544
H7 -8.165 -0.124 -0.663
H8 -6.446 -1.004 -2.226
F1 -3.925 -1.098 -1.737
H9 -2.829 -0.020 1.778
H10 -2.480 -0.990 0.337
H11 -3.319 2.430 1.214
H12 -2.152 3.107 0.071
H13 -1.463 1.524 2.598
H14 -1.230 3.254 2.352
H15 0.870 1.927 2.017
H16 0.400 2.826 0.562
H17 -0.119 -0.132 1.089
C20 3.441 0.956 0.937
H18 2.918 1.844 1.289
H19 4.009 0.517 1.760
C21 4.415 1.322 -0.190
N3 3.800 2.178 -1.196
C22 4.415 2.022 -2.498
H20 3.881 2.642 -3.218
H21 4.334 0.982 -2.811
H22 5.476 2.313 -2.508
C23 3.795 3.569 -0.792
H23 4.811 3.987 -0.710
H24 3.303 3.672 0.173
H25 3.239 4.152 -1.526
H26 4.733 0.393 -0.667
H27 5.308 1.798 0.249
O2 0.558 -2.212 -0.012
C24 3.461 -4.427 0.510
H28 3.322 -5.185 1.281
H29 3.822 -4.925 -0.389
H30 4.196 -3.707 0.854
H31 0.873 -5.419 -0.451
H32 -1.558 -4.418 -1.303
H33 -2.040 -3.435 0.081
H34 -1.632 -2.654 -1.448


- Which of these has the lowest HOMO energy?
  C24H34F24IN5O4P


- Which value of maximum force does entry 1 give?
  0.166 Eh/bohr


- Which of these has the lowest HOMO-LUMO gap?
  C24H34CsO3